[1]
ORCA calculation (ωB97M-V/def2-TZVPD) on 2 unconnected molecules or ions with the total composition C3H5ClN2O2.

Its LUMO energy (spin up / spin down) is -0.053 / -0.053 hartree. Its structure (SMILES) is O=N/C=C/Cl.NC=O. The calculation puts the energy above the lowest of the compared OMol25 structures with the same formula, charge and spin at 119.42 kcal per mole. Its HOMO-LUMO gap (spin up / spin down) is 7.773 / 7.763 eV. For the total energy, the calculation gives -837.34999 Ha.

Geometry as ORCA input:
```
! wB97M-V def2-TZVPD RIJCOSX def2/J DEFGRID3
* xyz 0 1
H 0.86 1.18 -0.87
C 1.01 -1.02 -0.25
O 0.04 -1.15 -3.57
H 0.12 -1.42 0.14
Cl 2.38 -1.32 0.77
N 0.04 -0.82 -2.40
N 1.06 1.73 1.15
H 0.44 1.89 1.91
H 2.15 -0.82 -1.93
H 1.98 1.62 1.30
O -0.92 1.36 -0.05
C 1.14 -0.96 -1.62
C 0.30 1.41 0.02
*
```

In elementary charge units, the Mulliken charges are:
1. H 0.546
2. C -0.043
3. O -0.365
4. H 0.435
5. Cl -0.126
6. N 0.081
7. N -0.352
8. H 0.208
9. H 0.376
10. H 0.210
11. O -0.527
12. C -0.388
13. C -0.056

***

[2]
ORCA calculation (ωB97M-V/def2-TZVPD) on a single C3H5ClN2S molecule.

Its LUMO energy is 0.016 hartree. Its structure (SMILES) is [H]/N=C(/C=C/Cl)NS. The calculation puts the energy above the lowest of the compared OMol25 structures with the same formula, charge and spin at 15.74 kcal per mole. Its HOMO-LUMO gap is 9.764 eV. For the total energy, the calculation gives -1085.15401 Ha.

Geometry as ORCA input:
```
! wB97M-V def2-TZVPD RIJCOSX def2/J DEFGRID3
* xyz 0 1
H 0.93 1.66 -0.92
C -0.97 1.13 0.02
H -1.08 -2.29 0.76
C 1.12 -0.03 0.37
S -1.53 -1.59 -0.28
H -2.50 2.19 0.10
Cl 2.81 -0.20 -0.04
H 0.78 -0.77 1.07
N -1.51 2.26 -0.14
N -1.69 -0.07 0.43
H -2.63 0.11 0.74
C 0.45 1.00 -0.18
*
```

In elementary charge units, the Mulliken charges are:
1. H 0.301
2. C 0.451
3. H 0.111
4. C -0.162
5. S -0.119
6. H 0.214
7. Cl -0.186
8. H 0.362
9. N -0.632
10. N -0.355
11. H 0.272
12. C -0.255

***

[3]
ORCA calculation (ωB97M-V/def2-TZVPD) on 2 unconnected molecules or ions with the total composition C3H5ClN2S.

Its LUMO energy is -0.017 hartree. The calculation puts the energy above the lowest of the compared OMol25 structures with the same formula, charge and spin at 46.80 kcal per mole. Its HOMO-LUMO gap is 7.795 eV. For the total energy, the calculation gives -1085.10452 Ha.

Geometry as ORCA input:
```
! wB97M-V def2-TZVPD RIJCOSX def2/J DEFGRID3
* xyz 0 1
C 3.12 -0.33 -0.60
H -0.98 0.19 1.80
S 3.73 0.88 0.28
Cl 2.53 -1.79 0.05
H -2.30 -1.29 -0.09
N -0.26 0.89 0.06
C -1.15 0.33 0.75
H 3.03 -0.28 -1.67
H -3.24 -0.06 0.76
H -2.59 0.28 -0.84
C -2.39 -0.22 0.11
N 0.50 1.40 -0.61
*
```

In elementary charge units, the Mulliken charges are:
1. C -0.083
2. H 0.388
3. S -0.170
4. Cl -0.088
5. H 0.223
6. N 0.551
7. C -0.073
8. H 0.321
9. H 0.269
10. H 0.308
11. C -0.913
12. N -0.734

***

[4]
ORCA calculation (ωB97M-V/def2-TZVPD) on a single C3H5ClN4O2 molecule.

Its LUMO energy (spin up / spin down) is -0.008 / -0.105 hartree. Its HOMO-LUMO gap (spin up / spin down) is 5.590 / 6.532 eV. As for the expectation value of S²: 2.02. For the total energy, the calculation gives -946.71379 Ha.

Geometry as ORCA input:
```
! wB97M-V def2-TZVPD RIJCOSX def2/J DEFGRID3
* xyz 0 3
C -1.95 -0.44 0.08
N -0.78 0.38 0.17
C 0.48 -0.08 0.60
C 0.60 1.80 -0.62
H -2.78 0.21 -0.21
H 0.51 -0.45 1.76
N 1.33 1.00 0.26
H 1.03 2.63 -1.12
H -1.86 -1.24 -0.65
N 0.94 -1.42 -0.12
H -2.16 -0.86 1.07
Cl 3.05 0.76 0.15
O 0.57 -1.57 -1.26
O 1.63 -2.16 0.53
N -0.62 1.46 -0.65
*
```

In elementary charge units, the Mulliken charges are:
1. C -0.741
2. N 0.633
3. C -0.354
4. C -0.036
5. H 0.309
6. H 0.298
7. N 0.040
8. H 0.422
9. H 0.337
10. N 0.851
11. H 0.285
12. Cl 0.023
13. O -0.678
14. O -0.691
15. N -0.698

***

Number 1 is which compound?
C3H5ClN2O2